ORCA calculation (ωB97M-V/def2-TZVPD) on C51H56As2MoN3O2P as an isolated structure.

Each line ends with the Mulliken spin population.
Positions of all 116 atoms, in Å:
Mo 0.09 0.04 -0.11  2.15
N -1.19 0.11 -2.03  -0.02
C -1.94 1.32 -2.47  0.02
C -1.12 2.47 -3.04  0.00
C 0.12 3.00 -2.31  0.01
C 0.00 3.33 -0.82  -0.01
N 0.66 2.29 0.00  -0.03
H -0.71 -0.25 -2.86  0.01
H -1.90 -0.59 -1.81  0.01
H -2.53 1.63 -1.62  -0.01
H -2.65 1.02 -3.24  0.00
H -1.83 3.29 -3.17  0.00
H -0.80 2.21 -4.05  0.00
H 0.45 3.89 -2.85  0.00
H 0.94 2.29 -2.42  0.00
H -1.03 3.38 -0.49  0.00
H 0.46 4.30 -0.61  0.00
H 0.51 2.47 0.99  0.03
H 1.67 2.37 -0.13  -0.03
C -5.09 1.22 2.78  0.00
C -4.77 2.25 1.73  0.00
C -5.64 3.33 1.64  0.00
C -5.47 4.36 0.73  0.00
C -4.40 4.31 -0.14  0.00
C -3.52 3.24 -0.07  0.00
C -3.66 2.21 0.85  -0.01
P -2.44 0.82 0.96  -0.02
C -2.19 0.82 2.78  0.00
C -1.85 2.10 3.23  0.00
C -1.63 2.36 4.57  0.00
C -1.76 1.33 5.48  0.00
C -2.09 0.06 5.04  0.00
C -2.30 -0.23 3.70  0.00
C -2.69 -1.64 3.34  0.00
C -3.35 -0.62 0.31  0.01
C -4.72 -0.60 0.07  0.00
C -5.35 -1.71 -0.48  0.00
C -4.60 -2.83 -0.80  0.00
C -3.23 -2.84 -0.59  0.00
C -2.58 -1.74 -0.04  -0.06
C -1.09 -1.78 0.17  -0.02
H -6.17 1.19 2.93  0.00
H -4.63 1.47 3.73  0.00
H -4.77 0.21 2.51  0.00
H -6.49 3.36 2.31  0.00
H -6.17 5.18 0.70  0.00
H -4.24 5.09 -0.87  0.00
H -2.70 3.25 -0.77  0.00
H -1.79 2.92 2.52  0.00
H -1.38 3.37 4.89  0.00
H -1.60 1.52 6.54  0.00
H -2.20 -0.73 5.77  0.00
H -2.86 -2.22 4.24  0.00
H -1.90 -2.14 2.78  0.00
H -3.60 -1.69 2.74  0.00
H -5.30 0.28 0.30  0.00
H -6.41 -1.69 -0.67  0.00
H -5.09 -3.70 -1.23  0.00
H -2.65 -3.72 -0.85  0.00
H -0.69 -2.50 -0.56  0.07
H -0.86 -2.21 1.14  -0.04
C 2.53 -2.80 -1.13  -0.01
C 1.86 -2.24 -2.37  0.02
As 1.85 -0.29 -2.23  -0.09
C 1.39 0.22 -4.05  0.00
C 0.49 -0.53 -4.80  0.00
C 0.16 -0.14 -6.09  0.00
C 0.74 0.99 -6.64  0.00
C 1.66 1.73 -5.90  0.00
C 1.99 1.34 -4.61  -0.01
C 3.72 0.17 -2.14  -0.03
C 4.15 1.21 -1.32  0.02
C 5.49 1.56 -1.29  0.00
C 6.40 0.86 -2.07  0.00
C 5.97 -0.18 -2.88  0.00
C 4.63 -0.53 -2.92  0.00
As 1.95 -1.83 0.48  -0.03
C 3.59 -1.08 1.18  -0.09
C 3.64 0.22 1.66  0.07
C 4.82 0.74 2.16  0.01
C 5.97 -0.04 2.17  0.00
C 5.93 -1.34 1.69  0.00
C 4.74 -1.86 1.20  0.00
C 1.53 -3.29 1.67  0.01
C 0.81 -4.38 1.21  0.00
C 0.51 -5.44 2.06  0.00
C 0.94 -5.40 3.38  0.00
C 1.67 -4.32 3.84  0.00
C 1.96 -3.26 3.00  -0.01
H 3.61 -2.68 -1.19  0.00
H 2.31 -3.85 -0.98  0.00
H 0.81 -2.54 -2.43  0.00
H 2.35 -2.55 -3.29  0.00
H 0.05 -1.45 -4.41  0.00
H -0.53 -0.73 -6.67  0.00
H 0.49 1.29 -7.65  0.00
H 2.14 2.60 -6.34  0.00
H 2.73 1.91 -4.06  0.00
H 3.45 1.75 -0.70  0.02
H 5.82 2.37 -0.66  0.00
H 7.45 1.13 -2.04  0.00
H 6.69 -0.73 -3.49  0.00
H 4.31 -1.33 -3.57  0.00
H 2.74 0.84 1.66  0.03
H 4.85 1.75 2.56  0.00
H 6.89 0.36 2.57  0.00
H 6.82 -1.95 1.70  0.00
H 4.72 -2.89 0.85  0.00
H 0.47 -4.43 0.17  0.00
H -0.05 -6.29 1.69  0.00
H 0.71 -6.22 4.04  0.00
H 2.01 -4.29 4.87  0.00
H 2.53 -2.41 3.37  0.00
O 0.96 0.05 3.83  0.03
N 0.94 -0.42 2.75  0.02
O 0.37 0.41 1.81  -0.01

Output
<S²>   2.03
E_tot   -7172.2968 Ha
LUMO energy (alpha / beta)   -5.79 / -5.72 eV
Total charge   +2
F_max   0.84 eV Å⁻¹
Frontier orbital gap (alpha / beta)   7.2 / 7.4 eV
Relative energy (zero: lowest compared OMol25 entry of this formula, charge and spin)   2.2 kcal per mole
Multiplicity   3

=====

ORCA calculation (ωB97M-V/def2-TZVPD) on C3H3LiNaO3 as an isolated structure.

Each line ends with the natural charge from an NBO analysis.
Positions of all 11 atoms, in Å:
O -0.62 0.08 1.83  -0.81
C -1.32 0.96 1.28  0.31
C -1.53 0.99 -0.14  -0.76
H -1.63 1.85 1.85  0.11
H -1.36 1.92 -0.68  0.20
H -2.05 0.12 -0.58  0.19
Na 1.04 -1.36 1.38  0.85
O 1.42 -0.67 -2.08  -0.73
C 1.89 -0.84 -0.90  0.48
O 2.71 -0.41 -0.04  -0.65
Li 1.45 -2.63 -1.92  0.82

Output
<S²>   0.78
E_tot   -511.5877 Ha
LUMO energy (alpha / beta)   -1.36 / -1.64 eV
F_max   3.62 eV Å⁻¹
Frontier orbital gap (alpha / beta)   4.6 / 3.5 eV
Relative energy (zero: lowest compared OMol25 entry of this formula, charge and spin)   15.6 kcal per mole
Multiplicity   2

=====

ORCA calculation (ωB97M-V/def2-TZVPD) on the molecule C22H19F2N5.

Each line ends with the natural charge from an NBO analysis.
Positions of all 48 atoms, in Å:
F -2.93 4.20 4.65  -0.33
C -2.49 3.58 3.54  0.38
C -1.58 4.22 2.72  -0.28
C -1.14 3.57 1.59  -0.21
C -1.58 2.29 1.27  0.08
C -2.49 1.67 2.12  -0.23
C -2.95 2.31 3.26  -0.26
H -3.66 1.83 3.92  0.23
H -2.84 0.67 1.89  0.22
C -1.10 1.60 0.01  -0.30
C -0.52 0.27 0.42  -0.05
C -1.22 -0.93 0.39  -0.16
C -0.64 -2.11 0.84  -0.29
C 0.65 -2.08 1.33  0.40
C 1.37 -0.90 1.39  -0.28
C 0.78 0.26 0.93  -0.18
H 1.34 1.19 0.95  0.22
H 2.38 -0.90 1.77  0.23
F 1.22 -3.22 1.78  -0.32
H -1.18 -3.04 0.80  0.23
H -2.23 -0.98 0.01  0.20
H -0.28 2.20 -0.41  0.23
C -2.24 1.59 -1.02  -0.38
H -2.77 2.54 -0.92  0.22
H -2.95 0.80 -0.81  0.20
C -1.78 1.50 -2.48  -0.41
H -2.62 1.77 -3.12  0.22
H -0.97 2.22 -2.66  0.23
C -1.29 0.12 -2.93  -0.22
N 0.02 -0.18 -2.44  0.01
N 0.98 0.70 -2.29  -0.05
N 2.02 0.07 -1.88  -0.27
C 1.66 -1.23 -1.78  0.27
N 0.39 -1.40 -2.14  -0.25
C 2.54 -2.29 -1.33  -0.14
C 3.81 -2.01 -0.84  -0.14
C 4.60 -3.06 -0.40  -0.26
C 4.08 -4.35 -0.47  0.04
N 2.87 -4.62 -0.94  -0.41
C 2.12 -3.62 -1.35  0.07
H 1.14 -3.88 -1.72  0.21
H 4.65 -5.20 -0.13  0.19
H 5.59 -2.89 -0.01  0.22
H 4.16 -0.99 -0.82  0.23
H -1.95 -0.67 -2.57  0.23
H -1.27 0.09 -4.02  0.22
H -0.43 4.07 0.94  0.21
H -1.24 5.21 2.97  0.23

Output
E_tot   -1323.2484 Ha
LUMO energy   0.56 eV
F_max   1.06 eV Å⁻¹
Frontier orbital gap   9.4 eV
Relative energy (zero: lowest compared OMol25 entry of this formula, charge and spin)   0.0 kcal per mole

=====

ORCA calculation (ωB97M-V/def2-TZVPD) on C12H19MnNO as an isolated structure.

Each line ends with the natural charge from an NBO analysis.
Positions of all 34 atoms, in Å:
C -1.50 2.50 -0.23  -0.30
C -1.23 2.22 -1.62  -0.29
C 0.18 1.90 -1.75  -0.35
C 0.81 2.05 -0.43  -0.28
C -0.25 2.36 0.50  -0.35
Mn -0.60 0.53 -0.47  0.86
C -1.34 -0.61 -1.73  -0.66
C -2.39 -0.41 -0.57  0.18
C -3.78 -0.19 -0.81  -0.70
N -1.81 -0.07 0.59  -0.81
H 0.75 1.66 -2.64  0.23
H -1.98 2.34 -2.42  0.23
H 1.86 1.96 -0.14  0.24
H -0.13 2.52 1.57  0.22
H -2.38 2.89 0.22  0.22
H -1.58 -0.18 -2.71  0.19
H -2.16 -0.30 1.52  0.39
H -0.92 -1.61 -1.76  0.21
H -4.25 -0.44 -1.79  0.18
H -4.31 0.29 0.04  0.17
C 2.07 -2.38 0.00  -0.75
C 1.64 -1.15 0.83  0.20
C 0.98 -1.60 2.16  -0.90
C 2.89 -0.31 1.16  -1.00
O 0.83 -0.44 -0.06  -0.85
H 2.81 -2.98 0.53  0.18
H 2.47 -2.02 -0.96  0.20
H 1.17 -2.99 -0.16  0.19
H 1.72 -2.21 2.69  0.19
H 0.75 -0.73 2.78  0.20
H 0.12 -2.25 1.94  0.20
H 3.32 0.08 0.23  0.19
H 2.60 0.51 1.82  0.19
H 3.63 -0.93 1.68  0.19

Output
<S²>   8.81
E_tot   -1749.3328 Ha
LUMO energy (alpha / beta)   5.53 / 5.55 eV
Total charge   -2
F_max   5.96 eV Å⁻¹
Frontier orbital gap (alpha / beta)   2.0 / 6.4 eV
Multiplicity   6

=====

ORCA calculation (ωB97M-V/def2-TZVPD) on a 2-piece molecular cluster, C4H12N2O overall.

Each line ends with the natural charge from an NBO analysis.
Positions of all 19 atoms, in Å:
C 1.54 -1.62 0.01  -0.26
C 0.18 -0.80 -0.17  -0.44
C -0.43 -0.15 1.14  0.21
C 0.18 -0.38 2.32  -0.55
N -1.62 0.61 0.99  -0.83
N 2.53 -0.49 -0.03  -0.84
H 1.31 -2.37 0.75  0.20
H 1.44 -2.12 -0.94  0.20
H -0.66 -1.34 -0.77  0.20
H 0.44 0.01 -0.85  0.22
H 0.08 0.38 3.10  0.20
H 0.86 -1.24 2.47  0.20
H -2.08 0.84 1.86  0.38
H -1.45 1.40 0.37  0.37
H 2.88 -0.12 0.95  0.38
H 3.22 -1.07 -0.45  0.36
H -2.56 2.83 -4.32  0.47
H -2.70 2.95 -2.84  0.46
O -3.16 2.70 -3.59  -0.93

Output
E_tot   -344.2669 Ha
LUMO energy   0.74 eV
F_max   5.53 eV Å⁻¹
Frontier orbital gap   9.1 eV
Relative energy (zero: lowest compared OMol25 entry of this formula, charge and spin)   74.2 kcal per mole

=====

ORCA calculation (ωB97M-V/def2-TZVPD) on the molecule C24H32N6O2.

Each line ends with the natural charge from an NBO analysis.
Positions of all 64 atoms, in Å:
C 2.88 -1.34 4.91  -0.63
C 2.31 -0.35 3.93  0.02
C 0.97 -0.03 3.95  -0.26
C 0.45 0.88 3.02  0.30
N -0.87 1.22 3.03  -0.58
C -1.51 2.02 2.11  0.65
O -2.69 2.28 2.24  -0.63
C -0.64 2.54 1.05  -0.11
C 0.69 2.30 1.07  -0.14
C 1.29 1.47 2.06  -0.17
C 2.65 1.14 2.07  -0.15
C 3.15 0.25 2.99  -0.25
H 4.20 0.00 2.98  0.21
H 3.31 1.60 1.34  0.21
H 1.33 2.72 0.30  0.21
C -1.32 3.21 -0.12  -0.24
N -1.82 2.27 -1.12  -0.43
C -3.08 1.63 -0.77  -0.26
H -3.75 2.42 -0.43  0.21
H -2.97 0.90 0.05  0.22
C -3.73 0.93 -1.97  0.09
C -5.18 0.52 -1.63  -0.43
H -5.90 1.06 -2.25  0.22
C -5.22 -0.99 -1.88  -0.43
H -5.85 -1.52 -1.18  0.22
C -3.74 -1.36 -1.74  -0.07
H -3.46 -2.26 -2.29  0.19
O -3.05 -0.28 -2.32  -0.55
H -3.47 -1.47 -0.69  0.17
H -5.56 -1.20 -2.90  0.20
H -5.39 0.74 -0.59  0.21
H -3.67 1.58 -2.84  0.19
C -0.81 1.36 -1.61  -0.28
C -0.46 0.20 -0.74  0.37
N -1.06 -0.22 0.36  -0.35
N -0.39 -1.29 0.78  -0.07
N 0.58 -1.55 0.01  -0.09
N 0.58 -0.65 -0.98  -0.21
C 1.54 -0.62 -2.05  -0.03
C 2.89 -0.08 -1.55  -0.40
C 3.59 -1.09 -0.64  -0.42
C 3.81 -2.40 -1.38  -0.39
C 2.46 -2.98 -1.80  -0.42
C 1.70 -2.01 -2.69  -0.40
H 2.25 -1.87 -3.63  0.21
H 0.72 -2.41 -2.93  0.22
H 1.87 -3.19 -0.91  0.24
H 2.61 -3.92 -2.35  0.21
H 4.33 -3.11 -0.74  0.21
H 4.43 -2.23 -2.27  0.19
H 2.98 -1.27 0.24  0.23
H 4.55 -0.67 -0.32  0.21
H 3.51 0.12 -2.43  0.21
H 2.73 0.86 -1.02  0.21
H 1.13 0.06 -2.80  0.22
H -1.17 0.95 -2.56  0.25
H 0.10 1.94 -1.81  0.21
H -2.17 3.79 0.24  0.23
H -0.61 3.87 -0.62  0.20
H -1.47 0.79 3.72  0.41
H 0.31 -0.48 4.67  0.21
H 3.16 -2.25 4.38  0.22
H 3.78 -0.94 5.38  0.22
H 2.16 -1.59 5.67  0.22

Output
E_tot   -1412.7642 Ha
LUMO energy   0.51 eV
F_max   1.62 eV Å⁻¹
Frontier orbital gap   8.4 eV
Relative energy (zero: lowest compared OMol25 entry of this formula, charge and spin)   54.1 kcal per mole

=====

ORCA calculation (ωB97M-V/def2-TZVPD) on a 2-piece molecular cluster, C5H14NO overall.

Each line ends with the natural charge from an NBO analysis.
Positions of all 21 atoms, in Å:
C 1.45 0.75 0.45  -0.64
C 1.09 -0.46 1.35  -0.40
C -0.31 -1.14 1.09  -0.48
C -1.25 -0.38 0.20  0.15
C -1.44 -0.58 -1.02  -0.36
N -1.71 0.99 0.85  -0.73
H 2.55 0.96 0.67  0.25
H 1.34 0.52 -0.57  0.23
H 0.92 1.70 0.46  0.17
H 1.95 -1.16 1.27  0.25
H 1.05 -0.03 2.32  0.21
H -0.80 -1.46 2.02  0.23
H -0.22 -2.06 0.49  0.26
H -2.06 0.12 -1.61  0.22
H -1.07 -1.46 -1.69  0.29
H -2.40 0.66 1.52  0.45
H -0.80 1.44 1.19  0.47
H -2.20 1.59 0.21  0.44
H 0.92 0.58 -3.13  0.46
H 2.00 -0.24 -3.25  0.48
O 0.99 -0.32 -2.80  -0.94

Output
E_tot   -328.5704 Ha
LUMO energy   -3.40 eV
Total charge   +1
F_max   7.29 eV Å⁻¹
Frontier orbital gap   11.3 eV
Relative energy (zero: lowest compared OMol25 entry of this formula, charge and spin)   72.7 kcal per mole

=====

ORCA calculation (ωB97M-V/def2-TZVPD) on the molecule C2H6N2O.

Each line ends with the natural charge from an NBO analysis.
Positions of all 11 atoms, in Å:
C 0.14 1.11 -0.14  -0.06
C 1.11 0.19 0.16  -0.17
H -0.99 -1.02 0.91  0.38
H -2.48 -0.24 0.10  0.42
H 0.55 1.88 -0.72  0.19
H 2.13 0.44 -0.04  0.22
H 1.23 -0.03 1.32  0.17
H -0.08 -1.28 -0.42  0.46
N -1.38 -0.61 0.05  -0.74
N -1.08 0.61 -0.57  -0.17
O 0.84 -1.05 -0.65  -0.71

Output
E_tot   -264.3865 Ha
LUMO energy   0.44 eV
F_max   7.69 eV Å⁻¹
Frontier orbital gap   9.8 eV
Relative energy (zero: lowest compared OMol25 entry of this formula, charge and spin)   126.0 kcal per mole

=====

ORCA calculation (ωB97M-V/def2-TZVPD) on C51H57AsN4O3P4S2Tl as an isolated structure.

Each line ends with the Löwdin charge.
Positions of all 123 atoms, in Å:
Tl 1.24 -0.47 -0.46  0.51
S -0.03 2.11 -1.66  0.26
P -0.90 1.97 0.16  0.35
C -0.10 1.07 1.33  -0.68
P 1.27 1.57 2.15  0.34
S 2.98 0.55 1.79  0.16
C 1.04 1.57 3.97  -0.35
C 2.12 1.79 4.82  -0.11
C 1.92 1.90 6.19  -0.10
C 0.64 1.80 6.72  -0.11
C -0.44 1.55 5.88  -0.09
C -0.23 1.44 4.51  -0.10
C 1.66 3.35 1.88  -0.32
C 1.20 4.36 2.73  -0.09
C 1.42 5.69 2.44  -0.10
C 2.10 6.05 1.28  -0.11
C 2.57 5.06 0.43  -0.09
C 2.35 3.72 0.73  -0.12
C -2.54 1.21 -0.17  -0.32
C -2.56 -0.12 -0.61  -0.11
C -3.76 -0.76 -0.86  -0.08
C -4.96 -0.08 -0.70  -0.11
C -4.95 1.24 -0.30  -0.10
C -3.74 1.88 -0.03  -0.08
C -1.37 3.66 0.71  -0.34
C -1.13 4.79 -0.08  -0.10
C -1.47 6.05 0.39  -0.09
C -2.06 6.20 1.64  -0.11
C -2.30 5.09 2.43  -0.09
C -1.95 3.83 1.97  -0.11
H 3.11 1.86 4.40  0.09
H 2.77 2.08 6.84  0.10
H 0.49 1.89 7.79  0.09
H -1.43 1.44 6.29  0.10
H -1.05 1.23 3.84  0.07
H 0.66 4.09 3.63  0.10
H 1.04 6.46 3.11  0.10
H 2.27 7.09 1.05  0.09
H 3.10 5.32 -0.48  0.10
H 2.72 2.94 0.07  0.07
H -1.63 -0.65 -0.78  0.05
H -3.75 -1.79 -1.19  0.10
H -5.90 -0.59 -0.89  0.09
H -5.88 1.78 -0.18  0.09
H -3.75 2.92 0.28  0.09
H -0.67 4.65 -1.05  0.06
H -1.27 6.92 -0.23  0.10
H -2.32 7.19 2.00  0.09
H -2.75 5.20 3.41  0.10
H -2.11 2.96 2.59  0.10
C 2.94 2.51 -3.52  -0.11
N 2.20 1.58 -4.37  -0.29
C 1.00 2.13 -4.98  -0.12
P 2.60 -0.01 -4.33  0.45
O 3.21 -0.48 -3.08  -0.31
O 1.23 -0.72 -4.78  -0.27
P 0.30 -1.88 -4.15  0.47
O -0.54 -1.53 -3.02  -0.29
N 1.33 -3.13 -3.80  -0.28
C 2.53 -3.40 -4.58  -0.11
C 1.40 -3.65 -2.44  -0.12
N -0.59 -2.21 -5.52  -0.30
C -1.85 -2.90 -5.30  -0.11
C 0.04 -2.54 -6.78  -0.12
N 3.57 -0.40 -5.64  -0.30
C 3.20 0.20 -6.92  -0.12
C 5.00 -0.37 -5.41  -0.12
H 2.29 2.92 -2.75  0.03
H 3.34 3.33 -4.13  0.08
H 3.77 2.00 -3.04  0.08
H 0.25 2.38 -4.21  0.01
H 0.56 1.43 -5.68  0.07
H 1.26 3.04 -5.53  0.08
H 2.46 -2.99 -5.58  0.06
H 2.68 -4.48 -4.65  0.08
H 3.41 -2.96 -4.10  0.08
H 0.49 -3.41 -1.91  0.06
H 2.25 -3.22 -1.90  0.07
H 1.52 -4.74 -2.49  0.08
H -2.27 -2.60 -4.35  0.07
H -1.73 -3.99 -5.31  0.08
H -2.55 -2.63 -6.10  0.08
H 0.93 -1.93 -6.93  0.06
H -0.65 -2.34 -7.59  0.08
H 0.33 -3.60 -6.83  0.08
H 2.12 0.14 -7.06  0.06
H 3.68 -0.35 -7.73  0.08
H 3.49 1.26 -6.98  0.08
H 5.22 -0.82 -4.44  0.07
H 5.41 0.65 -5.42  0.08
H 5.50 -0.95 -6.19  0.08
C 1.52 -1.76 6.29  -0.10
C 0.14 -1.92 6.22  -0.10
C -0.48 -2.08 4.99  -0.10
C 0.27 -2.07 3.83  -0.37
C 1.65 -1.90 3.90  -0.15
C 2.27 -1.75 5.13  -0.09
As -0.51 -2.25 2.04  1.34
C -2.38 -2.04 2.49  -0.33
C -3.05 -0.84 2.68  -0.09
C -4.41 -0.85 2.96  -0.08
C -5.10 -2.05 3.04  -0.09
C -4.44 -3.26 2.83  -0.04
C -3.07 -3.26 2.57  -0.20
C -2.23 -4.46 2.36  -0.20
C -2.67 -5.77 2.39  -0.04
C -1.77 -6.81 2.20  -0.10
C -0.42 -6.53 1.98  -0.10
C 0.02 -5.22 1.94  -0.10
C -0.88 -4.18 2.14  -0.31
H 2.00 -1.61 7.25  0.10
H -0.45 -1.91 7.13  0.10
H -1.56 -2.19 4.95  0.10
H 2.24 -1.83 2.99  0.04
H 3.34 -1.59 5.17  0.10
H -2.50 0.09 2.58  0.07
H -4.93 0.09 3.11  0.10
H -6.16 -2.06 3.25  0.10
H -4.99 -4.19 2.89  0.10
H -3.72 -6.00 2.56  0.10
H -2.11 -7.84 2.22  0.09
H 0.28 -7.35 1.84  0.09
H 1.07 -5.01 1.76  0.10

Output
E_tot   -6992.7208 Ha
LUMO energy   2.18 eV
Total charge   -1
F_max   0.24 eV Å⁻¹
Frontier orbital gap   6.1 eV
Relative energy (zero: lowest compared OMol25 entry of this formula, charge and spin)   17.7 kcal per mole